Below is a cluster of 7 separate species, C15H31Br12NO in total in a non-equilibrium geometry, with properties calculated with ωB97M-V with the def2-TZVPD basis set.

Geometry as ORCA input:
```
! wB97M-V def2-TZVPD RIJCOSX def2/J DEFGRID3
* xyz 0 1
Br -0.555 3.472 -4.367
C 0.097 1.864 -5.183
C -0.132 0.656 -4.299
Br -2.010 0.172 -4.333
H 1.123 1.995 -5.478
H -0.316 1.796 -6.208
H 0.152 0.857 -3.271
H 0.372 -0.153 -4.744
Br -5.999 -1.551 -1.037
C -4.178 -0.978 -0.965
C -3.323 -2.204 -1.155
Br -1.712 -2.075 -0.073
H -3.941 -0.420 -0.102
H -3.967 -0.376 -1.838
H -3.030 -2.405 -2.217
H -3.662 -3.178 -0.776
Br -2.829 -2.897 5.222
C -3.926 -4.026 4.070
C -3.103 -4.839 3.148
Br -4.381 -5.885 2.144
H -4.557 -3.257 3.521
H -4.567 -4.684 4.668
H -2.371 -5.498 3.624
H -2.669 -4.145 2.351
Br 2.684 -5.857 -0.033
C 2.567 -5.415 1.801
C 1.192 -4.950 2.122
Br 0.796 -4.985 4.094
H 3.276 -4.634 2.099
H 2.914 -6.305 2.291
H 0.349 -5.587 1.727
H 1.012 -3.911 1.812
Br -1.443 3.455 3.515
C 0.344 2.939 3.845
C 1.153 3.518 2.776
Br 3.040 2.965 2.828
H 0.296 1.876 3.887
H 0.657 3.292 4.859
H 1.183 4.573 2.827
H 0.907 3.302 1.776
Br 4.681 0.315 -3.574
C 5.506 1.771 -2.574
C 4.646 2.015 -1.342
Br 5.117 3.844 -0.688
H 5.332 2.560 -3.265
H 6.551 1.575 -2.397
H 4.964 1.362 -0.543
H 3.601 2.068 -1.538
C 1.207 4.419 -1.024
C 0.527 3.100 -1.066
O 0.993 2.151 -1.720
N -0.574 2.976 -0.230
C -1.667 2.000 -0.494
H 1.342 4.727 0.063
H 0.720 5.141 -1.647
H 2.303 4.253 -1.292
H -0.760 3.890 0.070
H -2.345 2.096 0.297
H -1.327 0.983 -0.592
H -2.262 2.233 -1.371
*
```

Results
E_LUMO (eV): 0.234
Frontier orbital gap (eV): 10.1
SMILES: CNC(C)=O.BrCCBr.BrCCBr.BrCCBr.BrCCBr.BrCCBr.BrCCBr
DFT total energy (eV): -860105.32858
Energy relative to the best compared isomer or geometry (same formula, charge and spin) (kcal/mol): 26.02
HOMO energy (eV): -9.912

Below is a cluster of 2 separate species, C10H13NO in total in a non-equilibrium geometry, with properties calculated with ωB97M-V with the def2-TZVPD basis set.

Geometry as ORCA input:
```
! wB97M-V def2-TZVPD RIJCOSX def2/J DEFGRID3
* xyz 0 1
C -0.215 -0.321 -2.031
C 1.269 -1.933 -0.753
C 0.596 -0.724 -0.967
C 2.033 -0.596 0.920
C 1.259 0.139 0.016
C 2.470 -0.115 2.151
C 1.129 1.504 0.306
C 2.330 1.189 2.412
C 1.711 2.010 1.392
N 2.130 -1.889 0.355
H 1.051 -2.837 -1.237
H 2.767 -2.637 0.490
H 0.246 0.366 -2.777
H -1.085 0.383 -1.796
H 2.981 -0.623 3.006
H 0.349 2.051 -0.174
H 2.538 1.656 3.300
H 1.607 3.034 1.586
H -0.729 -1.213 -2.452
C -3.911 -0.254 -0.676
O -4.234 1.069 0.012
H -4.782 1.655 -0.547
H -3.034 -0.343 -1.376
H -3.714 -0.998 0.201
H -4.763 -0.574 -1.361
*
```

Results
E_LUMO (eV): 0.844
Frontier orbital gap (eV): 8.6
SMILES: Cc1c[nH]c2ccccc12.CO
DFT total energy (eV): -14116.36356
Energy relative to the best compared isomer or geometry (same formula, charge and spin) (kcal/mol): 47.76
HOMO energy (eV): -7.801

Below is the molecule C24H33ClN4O5, with properties calculated with ωB97M-V with the def2-TZVPD basis set.

Geometry as ORCA input:
```
! wB97M-V def2-TZVPD RIJCOSX def2/J DEFGRID3
* xyz 0 1
C 0.902 5.000 -1.704
C 1.026 3.501 -1.459
C -0.213 2.941 -0.763
C -0.106 1.450 -0.449
C -0.251 0.581 -1.697
N -0.125 -0.835 -1.383
C -1.208 -1.637 -1.477
O -2.324 -1.200 -1.689
C -0.970 -3.127 -1.254
H -0.100 -3.290 -0.620
H -0.783 -3.593 -2.223
C -2.224 -3.715 -0.606
C -2.655 -2.796 0.517
O -1.890 -2.152 1.201
O -3.967 -2.783 0.665
C -4.508 -1.811 1.566
C -4.270 -0.416 1.052
C -4.764 -0.028 -0.191
C -4.512 1.238 -0.695
C -3.767 2.134 0.049
C -3.272 1.765 1.288
C -3.517 0.496 1.779
H -3.116 0.199 2.736
H -2.689 2.464 1.870
H -3.570 3.121 -0.342
H -4.897 1.509 -1.665
Cl -5.712 -1.119 -1.120
H -5.575 -2.040 1.610
H -4.051 -1.934 2.553
H -3.044 -3.774 -1.320
H -2.030 -4.711 -0.207
C 1.198 -1.294 -1.138
C 1.661 -1.436 0.153
N 0.837 -1.221 1.210
H 1.064 -1.652 2.090
H -0.158 -1.231 1.007
N 2.978 -1.766 0.380
C 3.839 -2.101 -0.660
O 4.977 -2.459 -0.458
N 3.311 -2.007 -1.913
C 2.035 -1.560 -2.274
O 1.731 -1.459 -3.444
H 3.937 -2.244 -2.675
C 3.625 -1.644 1.681
C 4.500 -0.388 1.755
C 3.765 0.920 1.460
C 2.749 1.307 2.529
H 2.362 2.304 2.331
H 3.216 1.313 3.512
H 1.907 0.621 2.543
H 4.514 1.712 1.384
H 3.268 0.851 0.489
H 4.937 -0.344 2.754
H 5.315 -0.506 1.039
H 4.265 -2.522 1.808
H 2.882 -1.634 2.475
H 0.507 0.829 -2.443
H -1.243 0.720 -2.133
H 0.856 1.253 0.027
H -0.895 1.170 0.252
H -0.361 3.486 0.173
H -1.090 3.115 -1.389
H 1.175 2.995 -2.414
H 1.905 3.307 -0.839
H 1.792 5.383 -2.198
H 0.776 5.532 -0.763
H 0.042 5.212 -2.334
*
```

Results
E_LUMO (eV): 0.446
Frontier orbital gap (eV): 9.0
SMILES: CCCCCN(C(=O)CCC(=O)OCc1ccccc1Cl)c1c(N)n(CCCC)c(=O)[nH]c1=O
DFT total energy (eV): -54147.41690
Energy relative to the best compared isomer or geometry (same formula, charge and spin) (kcal/mol): 2.42
HOMO energy (eV): -8.573